Entry 1:
Entry from OMol25: C4H3NO3 in the gas phase in a non-equilibrium geometry (wB97M-V/def2-TZVPD).

```
! RIJCOSX wB97M-V def2-TZVPD def2/J DEFGRID3
* xyz 0 1
C 0.046 0.936 -0.292
C 0.572 -0.190 0.809
O -0.276 0.314 -1.323
H 0.086 -2.936 -1.161
C -0.072 2.202 0.148
H -0.802 2.845 -0.322
O -1.487 -1.675 0.244
H 0.441 2.542 1.032
N 1.342 -0.379 1.672
O 0.527 -2.187 -0.721
C -0.376 -1.473 -0.087
*
```

The calculation puts the energy relative to the best compared isomer or geometry (same formula, charge and spin) at 5.187 eV. The HOMO energy (alpha / beta) is -10.3 / -8.7 eV. As for the LUMO energy (alpha / beta): -1.66 / -2.69 eV. Its orbital gap (alpha / beta) is 8.6 / 6.0 eV.

Löwdin population analysis, charges in e, atoms 1 to 4:
1. C -0.405
2. C -0.211
3. O 0.073
4. H 0.153

=====

Entry 2:
Entry from OMol25: 2 unconnected molecules or ions with the total composition C9H14 in a non-equilibrium geometry (wB97M-V/def2-TZVPD).

```
! RIJCOSX wB97M-V def2-TZVPD def2/J DEFGRID3
* xyz 0 1
H 2.595 1.445 0.408
C 1.720 0.951 0.792
H 1.892 3.495 2.195
H -0.125 -1.946 0.696
C -0.689 -0.068 1.591
C -0.881 -1.323 -2.228
H -1.197 -0.676 -3.051
C 1.032 3.224 1.571
H 1.991 -0.891 -0.246
H -0.596 -3.473 -2.775
H -1.606 -0.537 1.940
C 0.835 1.727 1.497
H -1.261 -0.926 -1.301
C -1.405 -2.822 -2.469
C -0.438 1.256 1.896
C 0.186 -0.932 0.897
H 1.160 3.653 0.575
H -2.141 -2.838 -3.269
H -1.692 -3.045 -1.451
H 0.159 3.719 1.981
H 0.203 -1.429 -2.248
H -1.119 1.796 2.528
C 1.375 -0.359 0.471
*
```

The calculation puts the energy relative to the best compared isomer or geometry (same formula, charge and spin) at 0.855 eV. The SMILES is Cc1ccccc1.CC. The HOMO energy is -9.0 eV. As for the LUMO energy: 1.04 eV. Its orbital gap is 10.0 eV.

Löwdin population analysis, charges in e, atoms 1 to 4:
1. H 0.111
2. C -0.059
3. H 0.081
4. H 0.098

=====

Entry 3:
Entry from OMol25: 2 unconnected molecules or ions with the total composition C7H11F2N2 in a non-equilibrium geometry (wB97M-V/def2-TZVPD).

```
! RIJCOSX wB97M-V def2-TZVPD def2/J DEFGRID3
* xyz 1 1
C 0.341 -0.601 -0.460
C -1.862 -0.956 0.076
H 0.256 -0.663 -1.485
H 4.442 0.865 -0.815
N -0.507 -1.269 0.308
H -1.019 1.727 -1.178
H -0.357 -1.026 1.289
N 3.258 -0.679 0.059
H -0.927 2.338 0.245
H -2.897 0.859 -0.360
H -2.598 -1.558 0.650
C 0.494 0.804 0.072
C -2.109 0.642 0.199
H 4.530 0.822 1.104
H -2.254 -1.117 -1.002
H 2.608 -2.694 -0.307
C -0.880 1.417 -0.211
H -2.284 0.744 1.190
F 0.865 0.957 1.337
C 4.071 0.321 0.165
F 1.379 1.539 -0.671
C 2.493 -1.613 -0.146
*
```

The calculation puts the energy relative to the best compared isomer or geometry (same formula, charge and spin) at 3.830 eV. The HOMO energy (alpha / beta) is -12.7 / -12.7 eV. As for the LUMO energy (alpha / beta): -5.05 / -5.05 eV. Its orbital gap (alpha / beta) is 7.7 / 7.7 eV.

Löwdin population analysis, charges in e, atoms 1 to 4:
1. C 0.005
2. C -0.146
3. H 0.133
4. H 0.145

=====

Entry 4:
Entry from OMol25: a molecular structure, C21H18CaN5O in a non-equilibrium geometry (wB97M-V/def2-TZVPD).

```
! RIJCOSX wB97M-V def2-TZVPD def2/J DEFGRID3
* xyz 1 1
C 0.259 -3.557 -0.987
C 0.108 -1.628 2.125
H -0.130 -5.654 -1.340
N 0.346 -0.271 1.640
N 2.468 1.112 -1.049
C 4.862 1.323 -0.781
C -0.130 -4.029 1.677
H -5.707 0.742 -0.578
C -3.592 0.564 -0.957
C 0.122 -2.700 1.182
C 1.224 3.005 -1.734
C -0.153 -5.124 0.795
H 5.832 3.067 -1.592
H -0.213 -0.961 4.138
C 4.911 2.546 -1.474
Ca 0.085 -0.131 -0.803
H -3.356 4.377 -0.590
H 3.563 3.936 -2.560
C -0.389 -4.230 3.096
H -0.335 -6.118 1.190
C -2.371 2.498 -1.033
C -0.177 -1.821 3.453
C -1.074 3.122 -1.392
H -1.168 3.569 -2.412
C -4.725 2.666 -0.603
C -0.018 -4.876 -0.576
N 0.289 -2.486 -0.185
C 3.716 3.061 -1.928
C 2.527 2.350 -1.582
H -3.626 -0.519 -1.076
H -0.941 3.956 -0.661
H -0.744 -3.253 4.983
H -0.275 0.371 2.101
O 1.258 4.167 -2.112
C 3.657 0.622 -0.670
H 1.271 0.134 1.877
C -0.436 -3.135 3.932
C -3.478 3.315 -0.766
H 3.677 -0.342 -0.215
C -4.769 1.262 -0.708
H 0.337 -3.333 -2.041
N -2.389 1.151 -1.041
H -0.560 -5.201 3.499
H 5.760 0.930 -0.341
N 0.089 2.245 -1.400
H -5.601 3.275 -0.505
*
```

The HOMO energy is -10.4 eV. As for the LUMO energy: -3.79 eV. Its orbital gap is 6.6 eV.

Löwdin population analysis, charges in e, atoms 1 to 4:
1. C -0.121
2. C -0.240
3. H 0.121
4. N -0.022

=====

no.,E_tot (hartree)
1,-434.53673
2,-351.29877
3,-582.13239
4,-1837.59064